one.
The following is a DFT calculation (ωB97M-V/def2-TZVPD) of the ion C5H11NO2 with charge +1.

Positions of all 19 atoms, in Å:
C (1.8088, -0.2201, 0.8312)
N (0.4704, 0.1888, 1.2199)
C (-0.7374, -0.0530, 0.2611)
C (-0.5418, 0.7237, -1.1132)
C (-0.5679, 2.2531, -1.1970)
O (0.4377, 2.8805, -0.9817)
C (-0.6557, -1.6192, -0.1453)
O (-1.0780, -2.4034, 0.9106)
H (2.2643, 0.2558, -0.1801)
H (1.7699, -1.2252, 0.7310)
H (2.4705, 0.2088, 1.5817)
H (0.3786, 1.0669, 1.6214)
H (-1.6145, 0.2359, 0.7452)
H (-1.3880, 0.3047, -1.7938)
H (0.3904, 0.4004, -1.4354)
H (-1.4266, 2.8185, -1.5187)
H (0.3396, -1.9561, -0.3173)
H (-1.2430, -1.7744, -1.0282)
H (-1.0776, -2.0857, 1.8088)

Results
* HOMO (spin up / spin down): -0.52234 / -0.52098 Ha
* multiplicity: 2
* net charge: +1
* orbital gap (spin up / spin down): 10.899 / 5.777 eV
* <S²>: 0.7558

Population analysis type Mulliken, resulting atomic charges in e: C -0.721; N 0.064; C -0.355; C -0.466; C -0.236; O -0.417; C -0.477; O -0.528; H 0.301; H 0.344; H 0.390; H 0.343; H 0.526; H 0.366; H 0.363; H 0.420; H 0.316; H 0.431; H 0.337

---

two.
The following is a DFT calculation (ωB97M-V/def2-TZVPD) of a cluster of 2 separate species, C5H11NO2 in total.

Positions of all 19 atoms, in Å:
C (1.4153, 0.4216, 0.6547)
C (0.1609, -0.1020, 1.3680)
C (-1.0767, 0.6596, 1.1693)
C (-2.3093, 0.1946, 1.6385)
C (1.3510, 0.0149, -0.7993)
N (1.5818, 1.0024, -1.6982)
O (1.0213, -1.1144, -1.1131)
H (1.4755, 1.5021, 0.7951)
H (2.2805, -0.0196, 1.1232)
H (0.4208, -0.0781, 2.4402)
H (-0.0990, -1.1255, 1.0687)
H (-1.0063, 1.5850, 0.6013)
H (-3.1952, 0.6384, 1.2563)
H (-2.3586, -0.6831, 2.2784)
H (2.0982, 1.8382, -1.4871)
H (1.5494, 0.8228, -2.6968)
H (-1.4231, -1.6120, -1.2177)
H (-2.4039, -0.5244, -1.4055)
O (-1.8836, -0.9311, -0.6882)

Results
* HOMO (spin up / spin down): -0.50370 / -0.50337 Ha
* multiplicity: 2
* net charge: +1
* orbital gap (spin up / spin down): 8.982 / 5.734 eV
* <S²>: 0.7524

Population analysis type Mulliken, resulting atomic charges in e: C -0.689; C -0.540; C 0.119; C -0.542; C 0.552; N -0.403; O -0.608; H 0.337; H 0.360; H 0.417; H 0.446; H 0.369; H 0.333; H 0.302; H 0.207; H 0.252; H 0.316; H 0.307; O -0.535

---

Least stable: one